No. 1
{"formula": "C2H4N2O2S2", "method": "wB97M-V/def2-TZVPD", "symbols": ["C", "C", "N", "N", "O", "O", "S", "S", "H", "H", "H", "H"], "positions_angstrom": [[-2.21888, 0.99151, -0.28605], [-0.02260, -0.26086, 0.14817], [-2.93974, -0.00373, -0.24117], [-0.53642, 0.41422, -1.02481], [-4.64221, -1.03603, 1.50084], [-5.18317, -0.88357, -0.88418], [-2.16425, 2.60783, -0.24005], [-4.66002, -0.18132, 0.28999], [-0.80006, -0.89604, 0.43745], [0.82691, -0.90298, -0.07852], [0.37013, 0.44917, 0.96662], [-0.79606, -0.34862, -1.53224]], "atomic_forces_ev_per_a": [[1.324, -1.979, -2.189], [1.816, 1.613, 0.290], [-0.209, -1.498, 0.813], [0.221, 3.357, 2.668], [0.592, -0.367, -0.013], [-0.355, -0.804, -0.860], [-0.110, 2.544, 0.615], [-0.116, 1.853, 0.490], [-1.180, -1.219, 1.647], [0.551, -0.254, -0.190], [-0.943, -0.842, -1.017], [-1.590, -2.404, -2.254]], "mulliken_charge": [0.344, -0.870, -0.322, -0.727, -0.606, -0.600, -0.635, 0.283, 0.408, 0.285, 0.151, 0.290], "orbital_gap_ha": 0.197, "homo_energy_ev": 0.571, "relative_energy_kcal_mol": 26.8, "mol_weight_g_mol": 152.200, "charge": -2, "total_energy_ha": -1134.8835}

---

No. 2
{"formula": "C2H4N2O3", "method": "wB97M-V/def2-TZVPD", "symbols": ["C", "C", "H", "H", "H", "H", "N", "N", "O", "O", "O"], "positions_angstrom": [[-1.00911, -0.30044, -0.20275], [1.52040, 0.52928, -0.13887], [0.42523, -1.45257, 0.49162], [-1.09596, -2.50372, 0.63713], [-1.24997, 1.94935, 0.40385], [2.24979, 1.28898, 0.13923], [-0.56568, -1.54999, -0.65411], [0.14275, 0.57895, -0.61500], [-2.11671, 0.13818, 0.13213], [-0.25429, 1.95731, -0.25625], [1.95355, -0.63533, 0.06301]], "atomic_forces_ev_per_a": [[-0.832, 0.281, -1.402], [-1.151, -6.194, 0.592], [-1.497, -0.429, -4.098], [0.698, 2.380, -3.673], [4.217, -0.937, -3.058], [-1.070, 1.179, -0.715], [0.876, -2.535, 8.284], [-0.720, 4.418, 2.699], [3.365, -0.663, -0.280], [-3.305, 0.084, 1.637], [-0.580, 2.415, 0.014]], "mulliken_charge": [0.515, 0.194, 0.338, 0.301, 0.399, 0.406, -0.576, 0.095, -0.580, -0.522, -0.569], "orbital_gap_ha": 0.339, "homo_energy_ev": -10.225, "relative_energy_kcal_mol": 225.5, "mol_weight_g_mol": 104.065, "total_energy_ha": -413.5323}